[1]
DFT (wB97M-V/def2-TZVPD) results for the ion C3H6NO3S with charge -1 in a non-equilibrium geometry.

Values from the calculation:
net charge: -1
energy relative to the best compared isomer or geometry (same formula, charge and spin): 316.94 kJ/mol
HOMO energy: -3.601 eV
LUMO level: 4.03 eV
Kohn-Sham gap: 7.6 eV
E: -796.56495 a.u.

```
14
C3H6NO3S (wB97M-V/def2-TZVPD)
C 0.81 -0.46 1.39
C -0.04 -1.32 0.36
C 0.39 0.72 0.36
N -0.01 -0.32 -0.63
O -2.08 -0.73 -1.97
O -0.97 1.49 -2.14
O 1.38 1.54 -0.11
S -1.56 0.43 -1.28
H 0.53 -0.30 2.31
H 1.84 -0.66 1.19
H 0.35 -2.26 -0.02
H -1.15 -1.39 0.79
H -0.47 1.33 0.72
H 0.99 1.93 -0.97
```

---

[2]
DFT (wB97M-V/def2-TZVPD) results for a cluster of 2 separate species, C3H6NO4 in total in a non-equilibrium geometry.

Values from the calculation:
net charge: -1
energy relative to the best compared isomer or geometry (same formula, charge and spin): 201.50 kJ/mol
HOMO energy: -4.761 eV
LUMO level: 3.86 eV
Kohn-Sham gap: 8.6 eV
E: -473.69810 a.u.

```
14
C3H6NO4 (wB97M-V/def2-TZVPD)
O -1.33 1.82 0.81
C -1.08 0.82 0.25
N 0.31 0.57 0.23
C 0.85 -0.07 -0.97
O -0.04 -0.34 -1.78
O 2.02 -0.31 -1.09
C -2.12 -0.05 -0.52
H 0.97 1.09 0.87
H -3.17 0.01 -0.21
H -2.11 -1.13 -0.13
H -1.86 -0.12 -1.50
H 2.09 -0.30 1.78
H 2.65 -1.12 0.65
O 2.82 -0.87 1.61
```